# 1
The following is a DFT calculation (ωB97M-V/def2-TZVPD) of 2 unconnected molecules or ions with the total composition C38H47N4O2S.

Values from the calculation:
HOMO-LUMO gap   3.6462 eV
Net charge   +1
HOMO level   -8.2 eV
Maximum force   2.41 eV Å⁻¹

Atoms and positions in Å:
C  -1.096444  0.255424  2.434450
O  -0.652160  -0.494447  3.562619
C  -0.681950  -1.835386  3.263159
C  -2.012258  -2.475889  3.241201
C  -2.484705  -3.243838  2.149120
C  -3.679887  -3.962130  2.274776
C  -4.422943  -3.897906  3.455391
C  -4.001575  -3.074714  4.500400
C  -2.841586  -2.311708  4.373137
C  0.558090  -2.469575  3.259528
N  0.774907  -3.784186  3.607125
C  -0.298103  -4.686328  4.011840
C  2.097423  -4.159500  3.625034
C  2.456464  -5.589738  3.858717
C  2.941361  -3.098445  3.488937
C  4.408817  -3.098623  3.699114
S  2.094839  -1.630698  3.131035
H  -0.860664  1.289011  2.674609
H  -0.553040  -0.146704  1.559396
H  -2.177701  0.101696  2.285147
H  -1.882457  -3.296111  1.240278
H  -4.029761  -4.574335  1.440273
H  -5.336910  -4.486251  3.560795
H  -4.579319  -3.002881  5.422203
H  -2.507358  -1.646888  5.172707
H  0.134549  -5.534098  4.550770
H  -0.992977  -4.186487  4.702405
H  -0.847765  -5.079610  3.144388
H  3.529135  -5.721266  3.677517
H  2.262127  -5.924258  4.890490
H  1.924078  -6.268843  3.173795
H  4.795881  -4.116378  3.751595
H  4.901640  -2.568076  2.880576
H  4.659928  -2.590491  4.637272
C  -0.416041  2.560572  -6.463860
N  -0.909352  2.048460  -5.208526
C  -2.115835  1.412117  -5.105331
O  -2.945960  1.315414  -6.005617
C  -2.240975  0.900349  -3.669274
C  -2.213808  -0.620528  -3.570839
C  -3.418095  -1.245635  -4.234620
C  -4.670321  -1.164587  -3.620556
C  -5.798102  -1.678857  -4.269576
C  -5.668021  -2.270831  -5.531462
C  -4.408599  -2.370750  -6.134711
C  -3.283005  -1.867585  -5.479851
N  -1.087834  1.525599  -3.019617
C  -0.857804  1.322565  -1.707296
C  0.250457  1.832330  -1.055074
C  0.498353  1.778804  0.309146
C  1.627367  2.405929  0.902432
C  1.765427  2.437025  2.318097
C  2.696650  3.244138  2.929720
C  3.615594  3.987940  2.147238
N  4.673422  4.679699  2.756391
C  5.996741  4.065167  2.746088
C  4.711902  6.139554  2.796177
C  3.517965  3.948054  0.739373
C  2.601363  3.109685  0.132816
C  -0.170420  2.195874  -3.960162
C  1.178174  1.471412  -4.075902
C  0.014678  3.690150  -3.634601
H  -1.068691  2.235777  -7.272606
H  -0.375143  3.656458  -6.448309
H  0.597319  2.182838  -6.640090
H  -3.174823  1.303935  -3.227213
H  -1.286211  -0.973809  -4.047922
H  -2.187071  -0.885349  -2.505298
H  -4.758159  -0.682257  -2.641788
H  -6.773237  -1.610838  -3.786421
H  -6.549734  -2.656915  -6.043902
H  -4.298585  -2.833113  -7.116380
H  -2.290085  -1.923572  -5.934414
H  -1.610602  0.745513  -1.158905
H  0.966098  2.375513  -1.660543
H  -0.317065  1.493066  0.943591
H  1.101890  1.817594  2.920518
H  2.758435  3.326465  4.014936
H  5.921310  3.005322  2.483778
H  6.655142  4.565308  2.020469
H  6.440872  4.147087  3.745871
H  3.718128  6.550298  2.587964
H  5.028322  6.454002  3.801073
H  5.434095  6.529331  2.060553
H  4.198088  4.565219  0.145808
H  2.636426  3.024489  -0.955455
H  1.017980  0.435448  -4.408816
H  1.809942  1.999535  -4.799639
H  1.700272  1.438525  -3.116286
H  -0.937345  4.213091  -3.800408
H  0.313437  3.854339  -2.594228
H  0.785385  4.104326  -4.296376

Forces on atoms 1 to 3 (eV/Å):
C -0.169 -0.999 0.702
O -0.006 0.856 -0.583
C 1.540 -1.480 0.056

Results of the Mulliken charge analysis, in e, for atoms 1 through 6: number 1, C, carries -1.274; number 2, O, carries -0.502; number 3, C, carries 0.009; number 4, C, carries 0.029; number 5, C, carries -0.304; number 6, C, carries -0.610

# 2
The following is a DFT calculation (ωB97M-V/def2-TZVPD) of a molecular structure, CH3NOS.

Values from the calculation:
HOMO-LUMO gap   9.0988 eV
Net charge   0
HOMO level   -8.6 eV
Energy above the lowest of the compared OMol25 structures with the same formula, charge and spin   250.1 kJ/mol
Maximum force   4.98 eV Å⁻¹

Atoms and positions in Å:
C  -0.534065  1.627747  -0.195355
N  0.677944  -1.248564  0.324613
O  -1.238278  2.359187  -0.797638
S  -0.530294  -0.682443  -0.620869
H  0.082777  1.734578  0.621816
H  1.291480  -1.817618  -0.280447
H  0.250437  -1.972888  0.947880

Forces on atoms 1 to 3 (eV/Å):
C -2.765 -2.524 -3.291
N 1.061 -2.729 1.235
O 1.180 -0.952 0.887

Results of the natural (NBO) charge analysis, in e, for atoms 1 through 6: number 1, C, carries 0.458; number 2, N, carries -0.989; number 3, O, carries -0.461; number 4, S, carries 0.107; number 5, H, carries 0.144; number 6, H, carries 0.371

# 3
The following is a DFT calculation (ωB97M-V/def2-TZVPD) of a molecular structure, C30H34FeN6O3S2Se.

Values from the calculation:
Multiplicity   5
HOMO-LUMO gap (alpha / beta)   6.7286 / 6.7416 eV
Net charge   0
HOMO level (alpha / beta)   -6.3 / -6.3 eV
Energy above the lowest of the compared OMol25 structures with the same formula, charge and spin   0.0 kJ/mol
Maximum force   4.68 eV Å⁻¹

Atoms and positions in Å:
Fe  -0.119131  -0.484053  -0.622100
O  -1.606895  -1.342507  0.410404
C  -1.843646  -1.181486  1.679142
C  -2.285352  -2.244591  2.542159
C  -2.560454  -1.975173  3.882065
C  -2.510518  -0.687183  4.449684
C  -2.216832  0.381465  3.619514
C  -1.839888  0.143455  2.306007
C  -1.170080  1.247846  1.678426
N  -0.421969  1.203050  0.582606
N  0.170901  2.316466  0.211601
C  0.707409  2.207544  -1.010964
O  0.540201  1.118086  -1.694572
C  1.612867  3.201725  -1.435901
C  1.759355  4.434945  -0.791870
C  2.720064  5.335142  -1.256280
C  3.580633  4.984649  -2.276078
C  3.510825  3.710398  -2.820208
C  2.511877  2.850494  -2.436697
H  -2.375069  -3.268312  2.148094
H  -2.826417  -2.840116  4.521132
H  -2.728537  -0.563482  5.522322
H  -2.210942  1.409379  3.983619
H  -1.284894  2.184935  2.204718
H  1.148129  4.663928  0.096100
H  2.780037  6.311955  -0.786676
H  4.293277  5.703692  -2.675440
H  4.226998  3.357433  -3.560742
H  2.420081  1.837931  -2.832168
C  0.745944  0.062012  -4.868324
N  -0.600893  -0.461468  -4.846679
C  -1.560829  -0.204011  -5.817477
C  -2.633351  -0.994748  -5.603660
N  -2.308007  -1.825313  -4.519903
C  -3.153374  -2.902921  -4.065070
C  -1.060524  -1.474907  -4.040155
Se  -0.166077  -2.325077  -2.648039
H  1.374397  -0.461462  -5.613560
H  1.166017  -0.091251  -3.883945
H  0.759182  1.138119  -5.034615
H  -1.311398  0.534252  -6.547000
H  -3.590237  -1.046688  -6.083438
H  -3.509768  -3.512139  -4.902118
H  -4.017224  -2.512531  -3.501976
H  -2.539679  -3.502181  -3.402549
S  -3.206963  0.683602  -1.611804
C  -4.355087  0.717388  -0.413008
N  -5.228926  -0.279703  -0.101844
C  -6.286823  0.193282  0.778179
C  -5.817256  1.603828  1.188108
N  -4.752595  1.864773  0.204714
H  -5.188877  -1.180049  -0.565656
H  -6.500216  -0.492091  1.608397
H  -7.286316  0.254299  0.266431
H  -5.460605  1.710538  2.202962
H  -6.627166  2.350043  1.107618
H  -4.087966  2.624330  0.278774
C  6.548956  -3.470241  3.968605
C  5.276432  -2.961912  3.420438
C  5.175191  -2.409108  2.114639
C  4.024790  -1.784816  1.667928
C  2.943024  -1.565454  2.561726
C  2.936074  -2.232056  3.813108
C  4.081126  -2.923842  4.181064
S  1.797056  -0.448000  1.880619
C  2.857531  0.965804  1.685731
O  1.494777  -0.986071  0.480283
H  7.089165  -3.981237  3.167649
H  6.408797  -4.140093  4.839081
H  7.191390  -2.637407  4.277990
H  6.046169  -2.447613  1.476106
H  3.929853  -1.393948  0.613738
H  2.083068  -2.288121  4.492876
H  4.106436  -3.508289  5.107154
H  3.661699  0.795059  0.975304
H  3.314349  1.087796  2.655171
H  2.256703  1.842010  1.418527

Forces on atoms 1 to 3 (eV/Å):
Fe -1.357 0.062 -0.688
O 0.456 -0.389 0.908
C -1.047 0.460 0.527

Results of the Mulliken charge analysis, in e, for atoms 1 through 6: number 1, Fe, carries 1.053; number 2, O, carries -0.812; number 3, C, carries 0.565; number 4, C, carries -0.849; number 5, C, carries -0.416; number 6, C, carries -0.866

# 4
The following is a DFT calculation (ωB97M-V/def2-TZVPD) of a molecular structure, C31H45BrN2P2Pt.

Values from the calculation:
Multiplicity   3
HOMO-LUMO gap (alpha / beta)   6.0740 / 4.3761 eV
Net charge   +2
HOMO level (alpha / beta)   -12.9 / -13.5 eV
Energy above the lowest of the compared OMol25 structures with the same formula, charge and spin   0.0 kJ/mol
Maximum force   2.56 eV Å⁻¹

Atoms and positions in Å:
C  -1.546467  -2.955768  -2.730492
C  -1.283667  -1.564716  -2.793514
C  -2.298696  -0.724480  -3.340691
C  -3.436708  -1.328853  -3.878280
N  -3.649502  -2.650526  -3.837748
C  -2.717505  -3.447482  -3.303240
C  0.001276  -1.118332  -2.492744
C  0.756642  -0.409866  -1.692917
C  2.068451  0.023854  -2.193880
C  2.911174  0.777936  -1.376889
C  4.115862  1.301160  -1.824614
C  4.456209  1.039015  -3.133571
C  3.663269  0.284931  -4.000299
C  2.460182  -0.230079  -3.519854
Pt  0.435975  0.397730  0.393075
P  -1.951881  -0.503020  0.831244
H  -2.189558  0.355683  -3.387122
H  -0.832357  -3.632005  -2.274559
H  -4.224212  -0.726362  -4.350293
H  -2.912973  -4.525539  -3.319413
H  1.789798  -0.794564  -4.160624
H  2.641131  0.984350  -0.332021
H  3.983236  0.118812  -5.020912
H  4.739459  1.884141  -1.163285
C  -2.291992  -0.112180  2.589067
C  -3.734903  -0.040023  3.081481
H  -1.790927  0.845156  2.783436
H  -1.743905  -0.865473  3.171965
H  -3.726976  0.259278  4.136982
H  -4.336032  0.699213  2.542050
H  -4.250398  -1.004877  3.032845
C  -3.385718  0.189588  -0.115494
C  -4.694248  -0.617288  -0.198777
H  -3.005970  0.347308  -1.138757
H  -3.598396  1.184157  0.307824
H  -5.428184  -0.028550  -0.773903
H  -4.573544  -1.576253  -0.725218
H  -5.140593  -0.807029  0.789219
C  -2.228699  -2.317517  0.661906
C  -3.221225  -3.014159  1.590838
H  -1.258088  -2.822494  0.743511
H  -2.525688  -2.474051  -0.383481
H  -3.190132  -4.095279  1.402869
H  -2.997284  -2.872691  2.652231
H  -4.256570  -2.704550  1.419058
Br  6.134139  1.759615  -3.717636
P  -0.005820  2.591662  0.049289
C  -1.644807  3.188390  0.647342
C  -1.671618  4.632046  1.147298
H  -1.963742  2.487214  1.438446
H  -2.345609  3.044380  -0.193284
H  -2.689084  4.835222  1.508310
H  -0.971873  4.783361  1.982185
H  -1.448800  5.348674  0.342166
C  1.311254  3.345020  1.082378
C  1.800446  4.723464  0.662395
H  2.147483  2.624659  1.090350
H  0.908098  3.346255  2.106492
H  2.617442  4.996146  1.342187
H  2.197763  4.720806  -0.362311
H  1.013718  5.484594  0.751443
C  0.132562  3.116905  -1.711001
C  -0.432242  4.495738  -2.065919
H  -0.367837  2.325489  -2.295004
H  1.202899  3.044014  -1.962697
H  -0.240110  4.665805  -3.133430
H  -1.518139  4.549003  -1.905286
H  0.061931  5.301231  -1.503780
N  0.888144  -1.257804  1.676328
C  2.188604  -1.878713  1.866307
C  2.334218  -2.703674  2.985648
C  3.589212  -3.254254  3.238880
C  4.668183  -2.970342  2.384881
C  4.492212  -2.142329  1.271155
C  3.219940  -1.618359  0.990430
H  0.479273  -1.084130  2.599579
H  0.276575  -1.988019  1.309832
H  1.470237  -2.908964  3.624672
H  3.735994  -3.910037  4.095017
H  5.661688  -3.374388  2.596084
H  5.310196  -1.901170  0.592940
H  3.019719  -1.018290  0.100019

Forces on atoms 1 to 3 (eV/Å):
C -0.201 0.162 -0.377
C -1.143 -0.940 -0.730
C 0.302 -0.489 -0.241

Results of the Mulliken charge analysis, in e, for atoms 1 through 6: number 1, C, carries -0.553; number 2, C, carries 1.052; number 3, C, carries -0.071; number 4, C, carries -0.532; number 5, N, carries -0.543; number 6, C, carries -0.378

# 5
The following is a DFT calculation (ωB97M-V/def2-TZVPD) of 2 unconnected molecules or ions with the total composition H4O2.

Values from the calculation:
HOMO-LUMO gap   11.3090 eV
Net charge   0
HOMO level   -10.9 eV
Energy above the lowest of the compared OMol25 structures with the same formula, charge and spin   18.3 kJ/mol
SMILES string   O.O
Maximum force   1.89 eV Å⁻¹

Atoms and positions in Å:
H  1.895799  -0.532203  0.243646
H  1.149824  0.728849  0.089164
H  -1.685408  0.688171  -0.115301
H  -0.729155  -0.398635  -0.004977
O  1.059140  -0.217424  -0.150381
O  -1.690202  -0.268757  -0.062153

Forces on atoms 1 to 3 (eV/Å):
H -0.607 -0.411 -0.346
H -0.434 -0.509 -0.414
H -0.634 0.322 -0.070

For reference, the natural (NBO) charges in units of e are: number 1, H, carries 0.483; number 2, H, carries 0.473; number 3, H, carries 0.449; number 4, H, carries 0.483; number 5, O, carries -0.939; number 6, O, carries -0.948